Record 1
Formula: C42H54FIN4O6SSbScSi3
Source: the OMol25 dataset
Level of theory: ωB97M-V/def2-TZVPD

Geometry (Å):
Sc  0.2609  -1.2609  0.8066
C  0.3673  -3.7207  4.7415
C  1.3326  -4.1884  3.6950
N  1.9260  -5.3535  3.8565
C  2.8055  -5.7959  2.9301
C  3.1850  -5.0407  1.8513
C  4.2066  -5.5338  0.8600
O  4.6056  -6.8538  1.1999
C  2.5864  -3.7779  1.6801
C  3.1584  -2.8269  0.7371
N  2.7097  -1.6478  0.5668
C  3.4276  -0.7130  -0.2064
C  3.8858  -0.9542  -1.4980
C  4.5487  0.0492  -2.1947
C  4.7670  1.2899  -1.6149
C  4.3209  1.5410  -0.3211
C  3.6507  0.5444  0.3626
I  2.9820  0.8220  2.3266
C  1.5718  -3.3755  2.5566
O  0.8939  -2.2598  2.3910
H  0.3705  -4.4289  5.5679
H  -0.6409  -3.6492  4.3350
H  0.6379  -2.7261  5.1058
H  3.2271  -6.7774  3.0901
H  5.0767  -4.8677  0.8633
H  3.7703  -5.5048  -0.1434
H  5.1604  -7.1891  0.4912
H  4.0852  -3.1080  0.2342
H  3.6819  -1.9171  -1.9551
H  4.8956  -0.1435  -3.2026
H  5.2805  2.0683  -2.1649
H  4.4875  2.5042  0.1442
C  1.3832  -0.5525  -6.8476
C  0.1259  -1.2622  -6.3565
C  -1.1392  -0.8395  -7.0871
C  -1.4203  0.6393  -6.8525
C  -1.3401  0.9881  -5.3844
C  -1.9462  2.1240  -4.9019
C  -1.8905  2.4294  -3.5450
F  -2.5062  3.5501  -3.1218
C  -1.2514  1.6318  -2.6475
C  -0.6282  0.4670  -3.1047
C  0.0410  -0.4156  -2.1610
O  0.2239  -0.0490  -0.9643
C  0.4928  -1.6533  -2.6758
C  0.4686  -1.8714  -4.0230
N  -0.0556  -1.0194  -4.9098
C  -0.6686  0.1485  -4.4701
C  1.0430  -2.7335  -1.7946
O  1.8256  -3.5530  -2.2684
O  0.6138  -2.6931  -0.5933
H  1.5253  -0.7350  -7.9144
H  2.2605  -0.9225  -6.3142
H  1.3216  0.5248  -6.6839
H  0.2622  -2.3367  -6.4649
H  -1.9762  -1.4378  -6.7191
H  -1.0252  -1.0500  -8.1508
H  -2.4118  0.8962  -7.2251
H  -0.7106  1.2521  -7.4137
H  -2.4860  2.7846  -5.5718
H  -1.2236  1.8792  -1.5955
H  0.9078  -2.7819  -4.4151
O  -1.4358  -0.9407  1.9424
N  -2.2370  -1.9106  2.3845
C  -2.5388  -1.9238  3.7013
C  -3.3839  -2.8596  4.2169
C  -3.9245  -3.8154  3.3425
C  -3.6104  -3.7832  2.0118
C  -2.7416  -2.8012  1.4733
S  -2.2833  -2.6660  -0.1440
H  -2.0596  -1.1475  4.2787
H  -3.6090  -2.8521  5.2734
H  -4.5866  -4.5834  3.7241
H  -4.0097  -4.5081  1.3173
C  -3.8825  3.7555  0.8179
Si  -3.2079  2.0346  1.0824
C  -4.0118  1.3281  2.6166
C  -3.7680  0.9575  -0.3405
Sb  -0.6507  1.8158  1.4346
Si  -0.7107  2.8439  3.7919
C  -1.1720  1.4646  4.9744
C  -1.9243  4.2623  3.9493
C  0.9410  3.4779  4.4042
Si  0.4466  3.8328  0.2133
C  -0.7312  5.1900  -0.2950
C  1.7508  4.6183  1.3127
C  1.3502  3.2559  -1.3286
H  -4.9144  3.6550  0.4616
H  -3.3247  4.3234  0.0726
H  -3.8939  4.3309  1.7467
H  -5.0982  1.4447  2.5310
H  -3.6918  1.8251  3.5326
H  -3.7881  0.2611  2.7079
H  -4.7283  0.5034  -0.0735
H  -3.0742  0.1365  -0.5359
H  -3.9128  1.5330  -1.2587
H  -2.2009  1.1212  4.8514
H  -1.0482  1.8145  6.0055
H  -0.5094  0.6040  4.8276
H  -2.9604  3.9156  3.9782
H  -1.8280  4.9653  3.1156
H  -1.7225  4.8084  4.8785
H  1.7654  2.7971  4.1810
H  0.8726  3.5809  5.4928
H  1.1903  4.4528  3.9860
H  -1.2270  5.6374  0.5725
H  -1.5021  4.8293  -0.9811
H  -0.1637  5.9752  -0.8087
H  1.3092  5.3885  1.9534
H  2.5039  5.1007  0.6801
H  2.2564  3.8945  1.9541
H  0.7208  3.3283  -2.2187
H  1.6934  2.2216  -1.2390
H  2.2267  3.8934  -1.4836

Calculated values
LUMO energy ... -0.48 eV
Gap between HOMO and LUMO ... 0.248 Eh
E_HOMO ... -7.23 eV
Energy above the lowest of the compared OMol25 structures with the same formula, charge and spin ... 115.09 kJ/mol

=====

Record 2
Formula: C42H54HfN11O3PS2Se
Source: the OMol25 dataset
Level of theory: ωB97M-V/def2-TZVPD

Geometry (Å):
Hf  1.7763  1.1335  -0.6408
C  3.6421  0.2037  1.7865
N  3.5982  1.0097  0.5620
C  4.6691  1.8428  0.2900
C  4.5631  2.5950  -0.8672
C  5.4923  3.4277  -1.5431
C  4.7916  3.8413  -2.6905
C  3.5129  3.2786  -2.6515
N  3.3569  2.4868  -1.5836
C  3.2031  0.8340  3.0801
C  2.8001  2.1147  3.1613
C  2.3278  2.6489  4.3748
C  2.3279  1.9127  5.5685
C  2.8297  0.6290  5.4904
C  3.1731  0.0874  4.2564
H  4.6377  -0.1622  2.0009
H  2.9691  -0.6371  1.6847
H  5.4474  1.9206  1.0637
H  6.5581  3.6042  -1.2400
H  5.1441  4.3625  -3.5535
H  2.7977  3.2865  -3.4281
H  2.7647  2.7404  2.2711
H  2.0456  3.6912  4.3476
H  1.9892  2.2882  6.5254
H  2.9112  0.0722  6.4358
H  3.5943  -0.8904  4.3089
Se  -0.2595  5.5913  0.8464
C  0.4293  3.9759  0.5325
N  0.8387  2.8583  0.4812
O  2.2317  -0.3678  -2.2436
N  2.3677  -1.7087  -2.0819
C  3.1045  -2.1900  -1.0612
C  3.2718  -3.5476  -0.9696
C  2.6456  -4.3743  -1.8893
C  1.8895  -3.8311  -2.9195
C  1.7296  -2.4746  -2.9909
H  3.5984  -1.4104  -0.5901
H  3.9390  -3.8909  -0.1952
H  2.8596  -5.4191  -1.8430
H  1.4348  -4.4130  -3.7332
H  1.1307  -1.9609  -3.6242
N  0.6009  -0.3178  0.1196
P  -0.6362  -0.6727  0.9587
N  -1.7750  -1.3469  -0.0112
C  -2.9492  -2.0141  0.5056
C  -2.7327  -3.5057  0.2889
C  -2.4918  -3.8822  -1.1343
C  -1.3215  -3.0824  -1.7458
C  -1.5262  -1.6017  -1.3901
N  -0.3116  -1.7552  2.2445
C  0.5292  -2.9844  1.9665
C  1.4193  -3.2358  3.1976
C  0.5880  -3.4098  4.4445
C  -0.4728  -2.2821  4.5687
C  -1.2744  -2.0121  3.2715
N  -1.4026  0.4825  1.8601
C  -0.5901  1.0632  2.9685
C  -1.4912  1.5572  4.1812
C  -2.8579  1.9625  3.7331
C  -2.7875  2.4901  2.2995
C  -2.3890  1.3872  1.2492
H  -3.8520  -1.5975  0.0473
H  -3.0614  -1.8433  1.5774
H  -3.5156  -4.1832  0.6656
H  -1.8731  -3.8083  0.8811
H  -3.4007  -3.7904  -1.7294
H  -2.2534  -4.9689  -1.2896
H  -1.1576  -3.2403  -2.7752
H  -0.4596  -3.4494  -1.2701
H  -2.3785  -1.3277  -1.9787
H  -0.7115  -0.9680  -1.7696
H  1.0569  -2.9003  1.0477
H  -0.1499  -3.8441  1.7637
H  1.9195  -2.2804  3.3129
H  2.0853  -4.1133  2.9637
H  1.2962  -3.3434  5.2781
H  0.0494  -4.3777  4.4793
H  0.0200  -1.3074  4.8412
H  -1.1407  -2.4543  5.4324
H  -1.8641  -1.1364  3.4999
H  -1.9878  -2.7998  3.0336
H  -0.0401  1.9330  2.6807
H  0.1479  0.4312  3.4294
H  -0.9163  2.3691  4.6420
H  -1.5919  0.7277  4.9310
H  -3.3794  2.6195  4.3473
H  -3.4935  1.0700  3.6795
H  -2.0816  3.3786  2.1865
H  -3.7527  2.8880  2.0367
H  -2.0244  1.9941  0.4318
H  -3.2798  0.8573  0.9977
N  -6.4184  2.0692  -5.2411
C  -5.1370  1.4870  -5.0958
C  -4.4832  1.6033  -3.8622
C  -3.2109  0.9643  -3.6889
C  -2.6316  0.3029  -4.7720
C  -3.2601  0.1936  -5.9931
C  -4.5062  0.7522  -6.1499
S  -0.9631  -0.3750  -4.8164
O  -1.0060  -1.8116  -4.5570
O  -0.4154  0.0283  -6.1298
N  -0.2055  0.2202  -3.5954
C  0.0517  1.5591  -3.5567
S  -0.3056  2.7455  -4.8277
C  0.1927  3.9995  -3.7473
C  0.5331  3.5329  -2.5880
N  0.5144  2.1340  -2.4471
H  -6.5750  2.9186  -4.7399
H  -6.6742  2.1737  -6.2190
H  -4.8251  2.2578  -3.0198
H  -2.6208  1.1263  -2.8330
H  -2.7528  -0.3272  -6.7379
H  -4.9949  0.6807  -7.0902
H  0.1988  5.0172  -4.1179
H  1.0228  4.2143  -1.8519

Calculated values
LUMO energy (alpha / beta) ... 1.92 / 1.93 eV
2S+1 ... 2
<S²> ... 0.77
Gap between HOMO and LUMO (alpha / beta) ... 0.149 / 0.235 Eh
E_HOMO (alpha / beta) ... -2.14 / -4.48 eV
Energy above the lowest of the compared OMol25 structures with the same formula, charge and spin ... 232.57 kJ/mol
Net charge ... -1

=====

Record 3
Formula: C42H54KN4O2Si
Source: the OMol25 dataset
Level of theory: ωB97M-V/def2-TZVPD

Geometry (Å):
K  0.3880  -0.4361  0.1836
C  0.7008  -2.8364  -1.6790
Si  1.3336  -4.1613  -0.6703
C  2.6240  -3.5193  0.5872
N  2.1259  -2.4010  1.3881
C  1.2068  -2.8111  2.4680
C  1.7289  -2.4513  3.8593
C  3.1986  -2.8479  3.9658
C  4.0432  -2.0159  2.9842
C  3.1554  -1.4808  1.8495
C  2.2532  -5.6506  -1.4724
C  1.5640  -6.4439  -2.3972
C  2.1674  -7.5095  -3.0466
C  3.5005  -7.8140  -2.7929
C  4.2107  -7.0432  -1.8861
C  3.5891  -5.9802  -1.2364
C  -0.0879  -5.0400  0.2412
C  0.0758  -6.2801  0.8637
C  -0.9612  -6.8884  1.5589
C  -2.2008  -6.2669  1.6383
C  -2.3912  -5.0398  1.0176
C  -1.3443  -4.4374  0.3312
H  -0.1362  -3.1083  -2.3275
H  1.4659  -2.2937  -2.2457
H  3.4511  -3.1445  -0.0304
H  3.0496  -4.3250  1.2136
H  1.0783  -3.8963  2.4156
H  0.2148  -2.3673  2.3273
H  1.1243  -2.9741  4.6046
H  1.6001  -1.3804  4.0327
H  3.2882  -3.9113  3.7189
H  3.5689  -2.7322  4.9873
H  4.8630  -2.6187  2.5839
H  4.4980  -1.1638  3.4981
H  3.7705  -1.2019  0.9891
H  2.6536  -0.5721  2.1935
H  0.5247  -6.2130  -2.6132
H  1.6018  -8.1056  -3.7542
H  3.9787  -8.6442  -3.2995
H  5.2509  -7.2701  -1.6802
H  4.1682  -5.3975  -0.5282
H  1.0353  -6.7845  0.7982
H  -0.8047  -7.8486  2.0374
H  -3.0128  -6.7367  2.1812
H  -3.3550  -4.5468  1.0757
H  -1.4876  -3.4732  -0.1453
C  -2.3910  5.0167  -0.4524
C  -3.3234  3.9971  0.1419
C  -4.3200  4.3684  1.0330
C  -5.1574  3.4146  1.5915
C  -4.9970  2.0814  1.2562
C  -4.0144  1.6652  0.3622
C  -3.8238  0.2026  0.0745
C  -3.1880  2.6440  -0.1958
N  -2.1122  2.3061  -1.0554
C  -2.3195  1.9640  -2.2547
C  -3.6562  1.9144  -2.9510
C  -1.1391  1.6124  -3.1229
C  -1.1578  2.1806  -4.5210
N  -0.2344  0.8640  -2.6473
C  0.8191  0.4164  -3.4882
C  2.0838  0.9898  -3.3556
C  2.2975  2.1284  -2.3987
C  3.1253  0.4797  -4.1220
C  2.9189  -0.5830  -4.9864
C  1.6563  -1.1442  -5.0950
C  0.5876  -0.6549  -4.3557
C  -0.7743  -1.2822  -4.4487
H  -2.6182  6.0121  -0.0717
H  -2.4621  5.0413  -1.5425
H  -1.3530  4.7751  -0.2117
H  -4.4298  5.4143  1.2966
H  -5.9255  3.7085  2.2959
H  -5.6355  1.3307  1.7065
H  -4.6162  -0.3765  0.5491
H  -2.8701  -0.1158  0.4969
H  -3.8377  -0.0298  -0.9913
H  -4.4742  2.0822  -2.2558
H  -3.7848  0.9447  -3.4378
H  -3.6953  2.6779  -3.7306
H  -1.3824  3.2489  -4.4777
H  -1.9353  1.7095  -5.1255
H  -0.2000  2.0299  -5.0131
H  1.7065  3.0044  -2.6818
H  3.3475  2.4199  -2.3751
H  1.9882  1.8582  -1.3875
H  4.1119  0.9178  -4.0225
H  3.7434  -0.9855  -5.5608
H  1.4951  -1.9952  -5.7458
H  -0.7236  -2.2170  -5.0051
H  -1.4903  -0.6273  -4.9539
H  -1.1519  -1.5007  -3.4489
N  0.6114  2.8697  0.5210
C  0.4753  3.3416  1.9031
C  -0.6322  2.5833  2.6226
C  -0.4385  1.0739  2.4359
O  0.6490  0.5884  2.8190
O  -1.3574  0.4571  1.8371
H  1.1610  3.5179  -0.0287
H  -0.2920  2.7641  0.0638
H  0.2655  4.4202  1.9639
H  1.4201  3.1558  2.4175
H  -1.6127  2.8703  2.2353
H  -0.5940  2.8238  3.6879

Calculated values
LUMO energy ... 2.06 eV
Gap between HOMO and LUMO ... 0.197 Eh
E_HOMO ... -3.29 eV
Energy above the lowest of the compared OMol25 structures with the same formula, charge and spin ... 0.00 kJ/mol
Net charge ... -1

=====

- Which of these has the highest energy above the lowest of the compared OMol25 structures with the same formula, charge and spin?
  C42H54HfN11O3PS2Se